1.
Formula: C29H19ClN2NiO2S3
Source: OMol25
Level of theory: ωB97M-V with the def2-TZVPD basis set

As for the charge: 0. For the frontier orbital gap (alpha / beta), the calculation gives 6.925 / 6.938 eV. The calculation puts the HOMO energy (alpha / beta) at -7.9 / -7.9 eV.

Last column: Mulliken charge in e.
Cartesian coordinates (Å):
Ni: 0.31 -0.16 -0.37  -0.34
Cl: -0.71 -7.20 0.88  -0.24
C: -0.37 -5.49 0.85  0.14
C: 0.20 -4.88 1.98  -0.65
C: 0.48 -3.55 1.99  -0.38
C: 0.21 -2.72 0.86  0.05
O: 0.53 -1.48 0.92  -0.51
C: -0.37 -3.36 -0.27  0.15
C: -0.73 -2.63 -1.43  0.54
N: -0.59 -1.35 -1.57  0.45
C: -1.07 -0.70 -2.73  0.38
C: -1.97 -1.17 -3.64  -0.65
C: -2.35 -0.37 -4.74  -0.97
C: -1.87 0.89 -4.91  -0.90
C: -0.97 1.43 -3.96  1.08
C: -0.44 2.74 -4.00  -0.61
C: 0.38 3.17 -3.00  -0.95
C: 0.68 2.30 -1.93  0.03
N: 0.21 1.09 -1.87  0.07
C: -0.59 0.63 -2.87  0.40
C: -0.65 -4.75 -0.25  -0.99
H: 0.41 -5.49 2.85  0.42
H: 0.92 -3.08 2.86  0.45
H: -1.16 -3.20 -2.25  0.27
H: -2.41 -2.16 -3.53  0.35
H: -3.06 -0.78 -5.45  0.39
H: -2.17 1.49 -5.75  0.42
H: -0.71 3.40 -4.82  0.44
H: 0.80 4.16 -3.00  0.44
H: 1.31 2.60 -1.10  0.59
H: -1.09 -5.21 -1.13  0.39
O: 1.03 1.18 0.73  -0.72
C: 0.25 1.95 1.58  3.47
C: 1.13 3.05 2.16  -0.89
C: 1.23 3.50 3.44  -0.39
C: 2.20 4.54 3.60  -0.62
C: 2.83 4.84 2.43  -0.55
S: 2.25 3.87 1.14  -0.03
C: -0.91 2.58 0.79  -0.68
C: -1.17 3.89 0.51  -0.14
C: -2.30 4.07 -0.33  -0.85
C: -2.89 2.89 -0.67  -0.62
S: -2.07 1.56 0.04  0.02
C: -0.31 1.14 2.75  -0.74
C: 0.29 0.08 3.35  -0.56
C: -0.42 -0.39 4.49  -0.82
C: -1.54 0.33 4.73  -0.57
S: -1.75 1.58 3.58  -0.02
H: 0.64 3.11 4.25  0.49
H: 2.42 5.02 4.54  0.40
H: 3.60 5.58 2.26  0.44
H: -0.57 4.70 0.89  0.56
H: -2.66 5.03 -0.66  0.43
H: -3.76 2.73 -1.29  0.54
H: 1.21 -0.35 2.97  0.74
H: -0.11 -1.23 5.09  0.40
H: -2.27 0.19 5.52  0.46


2.
Formula: C29H20AsClF8NPPd
Source: OMol25
Level of theory: ωB97M-V with the def2-TZVPD basis set

Its expectation value of S² is 8.812. As for the charge: +3. As for the spin multiplicity: 6. For the frontier orbital gap (alpha / beta), the calculation gives 5.378 / 4.235 eV. The calculation puts the HOMO energy (alpha / beta) at -14.7 / -17.8 eV.

Last column: Löwdin spin population.
Cartesian coordinates (Å):
Pd: -0.68 1.47 0.12  1.22
Cl: -2.05 2.29 1.86  0.12
C: -1.97 1.09 3.14  0.01
C: -2.66 1.38 4.30  0.00
C: -2.67 0.45 5.33  0.00
C: -1.99 -0.75 5.19  0.00
C: -1.30 -1.03 4.03  0.01
C: -1.27 -0.11 2.98  0.03
P: -0.34 -0.48 1.47  0.20
C: 1.39 0.02 1.74  0.26
C: 2.46 -0.59 1.02  0.06
C: 3.74 -0.16 1.24  0.08
C: 3.99 0.92 2.12  0.28
C: 2.93 1.54 2.81  0.05
C: 1.64 1.13 2.60  0.09
C: -0.42 -2.24 1.14  0.04
C: -1.57 -2.67 0.45  0.01
C: -1.67 -4.00 0.07  0.00
C: -0.67 -4.90 0.41  0.01
C: 0.46 -4.48 1.10  0.00
C: 0.58 -3.15 1.48  0.02
H: -3.20 2.32 4.40  0.00
H: -3.23 0.66 6.23  0.00
H: -2.00 -1.48 6.00  0.00
H: -0.78 -1.98 3.92  0.00
H: 2.26 -1.39 0.32  0.00
H: 4.56 -0.64 0.72  0.00
H: 5.00 1.27 2.26  0.01
H: 3.14 2.33 3.52  0.00
H: 0.83 1.59 3.15  0.00
H: -2.36 -1.97 0.21  0.00
H: -2.53 -4.33 -0.50  0.00
H: -0.78 -5.95 0.16  0.00
H: 1.23 -5.19 1.37  0.00
H: 1.42 -2.84 2.09  0.00
F: -4.51 -0.61 -3.25  0.08
C: -3.31 -0.26 -2.90  0.20
C: -3.08 1.05 -2.46  0.01
C: -1.81 1.39 -2.11  0.13
C: -0.65 0.49 -2.20  0.20
C: -1.03 -0.86 -2.59  0.12
F: -0.07 -1.77 -2.52  0.03
C: -2.28 -1.22 -2.95  0.01
C: 0.68 0.88 -1.99  0.37
C: 1.85 0.28 -2.65  0.21
C: 3.05 0.91 -2.56  0.09
C: 3.19 2.12 -1.82  0.36
C: 2.08 2.60 -1.10  0.14
N: 0.92 2.00 -1.16  0.41
H: -3.88 1.78 -2.46  0.00
H: -2.49 -2.24 -3.26  0.00
H: 1.71 -0.57 -3.29  0.01
H: 3.90 0.52 -3.10  0.00
H: 4.14 2.64 -1.75  0.02
H: 2.17 3.44 -0.43  0.01
F: -1.55 2.69 -1.78  0.07
As: -0.10 2.79 -5.04  0.00
F: 1.56 2.54 -4.72  0.00
F: -0.22 1.07 -5.10  0.00
F: 0.02 3.45 -6.54  0.00
F: -1.79 2.78 -4.85  0.00
F: -0.04 3.97 -3.82  0.00


3.
Formula: C29H20BCrF3O4S
Source: OMol25
Level of theory: ωB97M-V with the def2-TZVPD basis set

Its expectation value of S² is 3.792. As for the charge: +3. As for the spin multiplicity: 4. For the frontier orbital gap (alpha / beta), the calculation gives 5.625 / 4.408 eV. The calculation puts the HOMO energy (alpha / beta) at -17.2 / -17.3 eV.

Last column: Löwdin spin population.
Cartesian coordinates (Å):
C: 4.07 1.71 1.23  0.01
O: 2.73 2.03 1.69  0.20
C: 1.88 1.00 1.77  0.20
C: 0.64 1.20 2.34  0.28
B: 0.13 2.62 3.03  0.01
F: 1.04 3.06 3.97  0.01
F: 0.02 3.44 1.89  0.02
F: -1.11 2.30 3.59  0.00
S: -0.19 -0.31 2.45  0.07
C: 1.06 -1.17 1.62  0.15
C: 2.13 -0.37 1.33  0.00
H: 4.63 2.64 1.32  0.00
H: 4.52 0.94 1.87  0.00
H: 4.06 1.38 0.18  0.00
H: 1.06 -2.24 1.48  0.01
H: 3.04 -0.67 0.81  0.00
O: 1.26 5.18 -0.40  0.07
C: 0.53 4.47 -0.96  0.02
Cr: -0.38 3.15 -2.05  1.77
C: 0.95 2.11 -1.23  -0.01
O: 1.94 1.62 -0.84  0.03
C: 1.08 3.41 -3.23  0.01
O: 2.08 3.51 -3.81  0.05
C: -2.09 4.02 -3.07  0.04
C: -2.36 3.98 -1.69  0.00
C: -2.16 2.79 -0.96  0.02
C: -1.82 1.57 -1.62  -0.01
C: -1.51 0.34 -0.90  0.00
C: -1.18 -0.79 -0.58  0.00
C: -0.88 -2.08 -0.10  -0.01
C: 0.17 -2.84 -0.77  0.00
C: 0.93 -2.23 -1.80  0.00
C: 2.11 -2.82 -2.27  0.00
C: 2.55 -4.03 -1.71  0.00
C: 1.77 -4.69 -0.75  0.00
C: 0.54 -4.15 -0.36  0.00
C: -1.72 -2.60 0.98  0.01
C: -3.03 -2.07 1.15  0.01
C: -3.78 -2.34 2.29  0.00
C: -3.27 -3.20 3.27  0.01
C: -1.96 -3.68 3.16  0.00
C: -1.22 -3.43 2.00  0.00
C: -1.57 1.65 -3.01  0.00
C: -1.73 2.84 -3.73  0.00
H: -2.16 4.97 -3.61  0.00
H: -2.68 4.88 -1.18  0.00
H: -2.27 2.77 0.13  0.00
H: 0.59 -1.28 -2.22  0.00
H: 2.66 -2.34 -3.07  0.00
H: 3.50 -4.46 -2.03  0.00
H: 2.12 -5.63 -0.31  0.00
H: -0.14 -4.76 0.24  0.00
H: -3.43 -1.44 0.36  0.00
H: -4.77 -1.90 2.41  0.00
H: -3.88 -3.48 4.13  0.00
H: -1.52 -4.27 3.97  0.00
H: -0.21 -3.86 1.94  0.00
H: -1.25 0.73 -3.51  0.00
H: -1.56 2.84 -4.81  0.00


4.
Formula: C29H20ClF5GdP
Source: OMol25
Level of theory: ωB97M-V with the def2-TZVPD basis set

Its expectation value of S² is 15.908. As for the charge: 0. As for the spin multiplicity: 8. For the frontier orbital gap (alpha / beta), the calculation gives 7.535 / 8.757 eV. The calculation puts the HOMO energy (alpha / beta) at -8.9 / -8.9 eV.

Last column: Löwdin spin population.
Cartesian coordinates (Å):
C: -0.85 -1.95 3.76  0.00
C: -0.76 -2.51 2.43  0.00
C: 0.65 -2.70 2.13  -0.02
H: -1.59 -2.65 1.72  0.00
C: 1.40 -2.28 3.29  -0.01
C: 0.48 -1.79 4.27  0.00
H: 0.76 -1.33 5.23  0.00
H: -1.78 -1.59 4.24  0.00
H: 1.07 -3.03 1.17  0.00
H: 2.50 -2.23 3.35  0.00
Gd: 0.16 -0.34 2.37  7.20
Cl: 2.23 0.77 2.01  -0.07
P: 0.36 -0.20 -1.34  0.00
C: 1.46 -1.26 -2.35  0.00
C: 1.04 -1.98 -3.48  0.00
H: 0.00 -1.93 -3.80  0.00
C: 1.95 -2.76 -4.20  0.00
H: 1.60 -3.31 -5.07  0.00
C: 3.28 -2.83 -3.81  0.00
H: 3.99 -3.43 -4.38  0.00
C: 3.71 -2.11 -2.69  0.00
H: 4.75 -2.16 -2.38  0.00
C: 2.81 -1.35 -1.96  0.00
H: 3.14 -0.80 -1.08  0.00
C: -1.28 -0.63 -2.02  0.00
C: -1.92 -1.77 -1.48  0.00
H: -1.43 -2.33 -0.69  0.00
C: -3.17 -2.17 -1.95  0.00
H: -3.65 -3.05 -1.53  0.00
C: -3.81 -1.44 -2.96  0.00
H: -4.78 -1.75 -3.32  0.00
C: -3.19 -0.31 -3.49  0.00
H: -3.68 0.27 -4.27  0.00
C: -1.93 0.09 -3.02  0.00
H: -1.46 0.97 -3.45  0.00
C: 0.65 1.44 -2.09  0.00
C: 1.35 1.65 -3.28  0.00
H: 1.77 0.80 -3.82  0.00
C: 1.52 2.94 -3.79  0.00
H: 2.07 3.09 -4.72  0.00
C: 0.98 4.04 -3.12  0.00
H: 1.11 5.04 -3.51  0.00
C: 0.28 3.84 -1.93  0.00
H: -0.14 4.69 -1.39  0.00
C: 0.12 2.56 -1.41  0.00
H: -0.41 2.41 -0.48  0.00
F: -1.32 -0.46 6.07  0.00
C: -1.13 0.81 5.53  -0.01
C: -0.59 1.04 4.30  -0.07
C: -0.43 2.36 3.91  -0.01
F: 0.09 2.68 2.65  0.00
C: -0.79 3.44 4.72  0.00
F: -0.62 4.71 4.32  0.00
C: -1.34 3.17 5.98  0.00
F: -1.69 4.18 6.79  0.00
C: -1.51 1.85 6.39  0.00
F: -2.03 1.59 7.61  0.00